[1]
Here is a structure of composition C21H14N3NiS from OMol25. Energies are from the ωB97M-V functional and the def2-TZVPD basis.

Computed properties:
LUMO (alpha / beta) = -3.692 / -3.829 eV
maximum force = 0.544 eV Å⁻¹
orbital gap (alpha / beta) = 7.091 / 6.936 eV
charge = +1
multiplicity = 3

XYZ file:
```
40
Properties=species:S:1:pos:R:3:lowdin_charge:R:1
Ni 0.067 -0.013 0.008 0.744
C -2.446 3.476 -0.825 -0.017
C -1.307 2.695 -0.601 -0.086
N -1.365 1.483 -0.081 0.039
C -2.577 0.965 0.243 -0.140
C -3.769 1.687 0.082 -0.129
C -3.674 2.976 -0.474 0.026
C -5.015 1.094 0.464 0.000
C -5.060 -0.160 0.965 0.003
C -3.865 -0.935 1.112 -0.127
C -3.861 -2.258 1.587 0.025
C -2.677 -2.947 1.668 -0.007
C -1.495 -2.315 1.268 -0.060
N -1.475 -1.076 0.823 0.057
C -2.630 -0.379 0.747 -0.132
H -2.341 4.458 -1.263 0.120
H -0.323 3.081 -0.834 0.127
H -4.575 3.560 -0.611 0.131
H -5.918 1.677 0.339 0.126
H -6.000 -0.611 1.257 0.127
H -4.797 -2.717 1.880 0.131
H -2.641 -3.965 2.028 0.120
H -0.544 -2.834 1.302 0.125
S 2.579 -3.496 -0.817 1.040
C 3.081 -2.975 0.732 -0.409
C 2.435 -1.844 1.142 -0.213
C 1.540 -1.327 0.169 -0.258
C 1.534 -2.121 -0.959 -0.545
C 0.659 -1.843 -2.082 -0.270
C 0.599 -2.573 -3.268 -0.005
C -0.293 -2.196 -4.252 -0.035
C -1.120 -1.098 -4.044 -0.048
C -1.016 -0.424 -2.844 -0.106
N -0.156 -0.783 -1.891 0.033
H 3.827 -3.545 1.265 0.070
H 2.639 -1.378 2.096 0.095
H 1.255 -3.423 -3.403 0.110
H -0.348 -2.748 -5.181 0.119
H -1.828 -0.772 -4.791 0.111
H -1.646 0.434 -2.635 0.107
```



[2]
Here is a structure of composition C21H14O4PPtS5 from OMol25. Energies are from the ωB97M-V functional and the def2-TZVPD basis.

Computed properties:
LUMO (alpha / beta) = -5.941 / -5.969 eV
maximum force = 3.269 eV Å⁻¹
orbital gap (alpha / beta) = 5.703 / 6.258 eV
charge = +1

XYZ file:
```
46
Properties=species:S:1:pos:R:3:lowdin_charge:R:1
Pt -0.189 -0.033 -0.365 0.727
O 4.815 4.562 0.322 0.041
C 3.939 3.773 0.249 -0.927
S 2.198 4.204 0.245 1.055
C 1.613 2.587 0.095 -1.135
C 2.563 1.556 0.032 -1.103
S 2.144 -0.056 -0.131 0.740
S 4.225 1.996 0.124 1.044
S -0.013 2.291 0.063 0.743
O -1.952 -0.812 -1.475 -0.438
S -2.880 -0.801 -0.292 0.508
O -4.216 -0.414 -0.572 -0.221
O -2.154 -0.022 0.752 -0.419
C -2.856 -2.466 0.273 -0.265
C -4.048 -3.081 0.601 -0.021
C -4.029 -4.381 1.092 -0.029
C -2.822 -5.038 1.258 -0.037
C -1.624 -4.414 0.928 -0.070
C -1.628 -3.121 0.418 -0.290
P -0.047 -2.373 -0.091 0.967
C 0.281 -3.016 -1.758 -0.350
C 0.310 -2.185 -2.874 -0.099
C 0.451 -2.729 -4.143 -0.051
C 0.623 -4.095 -4.296 -0.053
C 0.662 -4.922 -3.181 -0.057
C 0.470 -4.392 -1.918 -0.083
C 1.237 -3.035 0.970 -0.402
C 1.014 -3.162 2.343 -0.080
C 2.014 -3.665 3.157 -0.053
C 3.244 -4.014 2.614 -0.049
C 3.475 -3.870 1.254 -0.052
C 2.482 -3.365 0.430 -0.112
H -4.973 -2.534 0.481 0.125
H -4.956 -4.870 1.356 0.121
H -2.805 -6.044 1.655 0.119
H -0.688 -4.936 1.076 0.109
H 0.212 -1.115 -2.760 0.069
H 0.422 -2.084 -5.011 0.116
H 0.737 -4.516 -5.286 0.115
H 0.841 -5.983 -3.298 0.114
H 0.475 -5.046 -1.054 0.108
H 0.060 -2.873 2.767 0.120
H 1.838 -3.778 4.219 0.116
H 4.031 -4.385 3.258 0.116
H 4.432 -4.147 0.833 0.116
H 2.664 -3.236 -0.629 0.107
```



[3]
Here is a structure of composition C21H15AlCl2FeO3Sb from OMol25. Energies are from the ωB97M-V functional and the def2-TZVPD basis.

Computed properties:
LUMO (alpha / beta) = -14.333 / -16.658 eV
maximum force = 11.158 eV Å⁻¹
ΔE to the lowest compared entry with this formula, charge and spin = 30.8 kJ/mol
orbital gap (alpha / beta) = 5.001 / 2.672 eV
charge = +4
multiplicity = 6

XYZ file:
```
44
Properties=species:S:1:pos:R:3:lowdin_charge:R:1
Fe -2.188 1.856 -1.722 0.668
Al 0.570 -0.201 -0.747 -0.421
Cl -0.664 1.559 -0.098 0.463
Cl 0.701 -0.827 -2.750 0.438
C -0.466 -1.894 0.009 -0.039
C -3.225 3.368 -1.793 0.037
C -2.672 0.978 -3.258 0.012
O -1.129 -2.795 0.320 0.251
O -3.988 4.052 -1.227 0.297
O -3.356 0.339 -3.957 0.295
C -0.240 -3.073 5.155 0.057
C -0.497 -1.711 4.935 0.035
C 0.191 -1.020 3.925 -0.004
C 1.112 -1.704 3.127 -0.283
C 1.436 -3.034 3.395 -0.019
C 0.736 -3.732 4.391 0.097
Sb 1.972 -0.666 1.405 1.549
C 2.980 0.904 2.502 -0.368
C 2.585 2.230 2.274 -0.141
C 3.149 3.263 3.037 -0.035
C 4.106 2.976 4.022 -0.006
C 4.502 1.647 4.230 -0.019
C 3.935 0.606 3.475 -0.105
C 3.509 -1.971 0.601 -0.370
C 4.826 -1.504 0.471 -0.098
C 5.758 -2.269 -0.244 -0.017
C 5.383 -3.495 -0.816 -0.007
C 4.070 -3.956 -0.669 -0.034
C 3.130 -3.189 0.038 -0.156
H -0.792 -3.616 5.930 0.157
H -1.240 -1.193 5.549 0.150
H -0.016 0.041 3.756 0.136
H 2.214 -3.545 2.825 0.127
H 0.946 -4.790 4.570 0.165
H 1.824 2.462 1.523 0.066
H 2.833 4.294 2.870 0.128
H 4.538 3.784 4.621 0.139
H 5.245 1.418 4.994 0.134
H 4.240 -0.425 3.672 0.117
H 5.122 -0.544 0.902 0.108
H 6.782 -1.909 -0.362 0.135
H 6.110 -4.093 -1.370 0.138
H 3.766 -4.907 -1.113 0.131
H 2.094 -3.539 0.102 0.091
```



[4]
Here is a structure of composition C21H15BrCaN6O3S4 from OMol25. Energies are from the ωB97M-V functional and the def2-TZVPD basis.

Computed properties:
LUMO = 3.682 eV
maximum force = 0.856 eV Å⁻¹
ΔE to the lowest compared entry with this formula, charge and spin = 23.2 kJ/mol
orbital gap = 5.045 eV
charge = -2

XYZ file:
```
51
Properties=species:S:1:pos:R:3:lowdin_charge:R:1
Ca 0.033 0.058 0.174 0.952
S -2.707 0.310 0.727 0.439
C -3.124 1.653 -0.315 -0.811
C -4.495 1.676 -0.780 -0.331
N -5.592 1.690 -1.136 0.108
C -2.289 2.655 -0.717 -0.849
S -0.604 2.831 -0.334 0.423
C -2.834 3.676 -1.595 -0.331
N -3.222 4.489 -2.315 0.108
C 1.008 -5.860 -6.561 -0.067
C 0.779 -5.310 -5.179 -0.289
C 1.566 -4.274 -4.683 -0.045
C 1.332 -3.734 -3.429 -0.046
C 0.296 -4.229 -2.651 -0.279
C -0.494 -5.264 -3.124 -0.056
C -0.247 -5.800 -4.381 -0.051
S -0.002 -3.553 -1.028 0.543
O 1.122 -3.950 -0.209 -0.327
O -1.304 -4.064 -0.648 -0.335
N 0.086 -1.985 -1.219 -0.218
C -0.805 -1.348 -2.100 -0.444
C -1.928 -1.908 -2.728 -0.026
C -2.672 -1.101 -3.563 -0.071
C -2.322 0.231 -3.757 -0.078
C -1.233 0.709 -3.059 -0.161
N -0.486 -0.059 -2.264 0.009
H 2.022 -5.658 -6.907 0.068
H 0.321 -5.410 -7.282 0.078
H 0.851 -6.939 -6.592 0.070
H 2.370 -3.877 -5.294 0.106
H 1.936 -2.916 -3.056 0.120
H -1.304 -5.627 -2.506 0.109
H -0.872 -6.608 -4.748 0.106
H -2.248 -2.915 -2.512 0.092
H -3.558 -1.506 -4.038 0.101
H -2.911 0.897 -4.371 0.097
H -0.944 1.753 -3.090 0.090
O 1.877 0.706 3.514 -0.632
S 2.545 1.205 2.298 0.554
N 2.116 0.844 0.945 -0.602
Br 0.401 -5.182 5.013 0.690
C 0.255 -3.743 3.776 -0.675
C -0.992 -3.247 3.455 -0.100
C -1.046 -2.202 2.547 -0.125
N 0.036 -1.664 1.988 -0.010
C 1.225 -2.169 2.307 -0.155
C 1.390 -3.213 3.202 -0.099
H -1.897 -3.655 3.880 0.099
H -1.998 -1.779 2.248 0.057
H 2.081 -1.723 1.818 0.095
H 2.374 -3.598 3.426 0.103
```



- What is the charge in the fourth record?
  -2



- Among the records above, which one has the lowest maximum force?
  C21H14N3NiS



- maximum force of number 1 (C21H14N3NiS)?
  0.544 eV Å⁻¹



- Number 1 is which compound?
  C21H14N3NiS